[1]
ORCA calculation (wB97M-V/def2-TZVPD) on C10H14N4 as an isolated structure.

Structure (XYZ):
```
28
Properties=species:S:1:pos:R:3:nbo_charge:R:1
H 0.7650 -1.4500 -1.9259 0.1901
C -1.7354 1.7767 0.0557 -0.2091
H 1.3543 -2.7481 1.3579 0.2365
H -3.7864 2.4778 0.6884 0.2249
H 1.4416 -0.9681 2.1791 0.2267
H 0.4874 2.0643 -0.4737 0.4214
H 1.1927 -2.7408 -1.0139 0.2090
H -1.2828 2.8301 -0.0393 0.2150
N 2.6059 1.2856 0.0594 -0.3836
C 0.7114 -1.8030 -0.9166 -0.2084
C 1.8920 -1.6589 1.2533 -0.5707
H -1.3382 -2.5107 -0.9340 0.3895
H 3.1979 3.0516 0.6175 0.3956
C -3.1089 1.5833 0.3776 -0.2396
C 1.7310 -1.1063 -0.0238 -0.3801
N 2.2600 2.6866 -0.1086 -0.7123
C -2.7167 -0.7948 -0.0664 -0.1811
H 3.2283 -1.7727 1.4402 0.2031
N 0.3969 0.9638 -0.6264 -0.6506
H -4.6787 -0.0213 0.6626 0.2218
H -3.0135 -1.7722 -0.0608 0.1937
C -3.6372 0.2702 0.2443 -0.2353
C -1.3442 -0.5490 -0.2191 0.0952
C 1.6460 0.4196 -0.1171 0.4588
C -0.9281 0.6739 -0.3644 0.0914
H 2.6380 2.9479 -1.3346 0.3508
H 2.7254 -1.3452 -0.3114 0.2601
N -0.7037 -1.7901 -0.3998 -0.6127
```

Summary:
**Gap between HOMO and LUMO**: 8.36 eV
**F_max**: 8.5 eV/A
**Charge**: 0
**Relative energy (zero: lowest compared OMol25 entry of this formula, charge and spin)**: 5.271 eV
**Lowest unoccupied orbital energy**: 0.730 eV
**HOMO level**: -7.634 eV
**2S+1**: 1

***

[2]
ORCA calculation (wB97M-V/def2-TZVPD) on an isolated molecule of C4H10N2O.

Structure (XYZ):
```
17
Properties=species:S:1:pos:R:3:nbo_charge:R:1
C 0.5265 -0.9061 0.7796 0.0847
H 1.8172 -0.0840 -0.9431 0.2202
H 1.3859 -1.9393 -1.0012 0.2257
H -2.4777 1.9539 -2.8136 0.3579
H -1.1177 1.3964 0.4526 0.3248
H 1.4624 0.3963 2.2523 0.2237
H -0.1083 -0.1347 2.8041 0.2346
H 2.7503 -1.1597 -0.0549 0.2279
N -2.3803 1.7824 -1.6947 -0.7161
H 0.3327 -1.9632 1.1683 0.1976
C 1.6747 -1.1071 -0.3795 -0.6507
C -1.5194 0.8278 -1.4630 0.2712
H -0.0192 1.1504 1.3883 0.2056
C 0.4683 0.1236 1.8568 -0.6509
N -0.9117 0.4260 -0.2980 -0.3421
H -1.0988 0.0508 -2.2037 0.1323
O -0.7849 -0.8134 0.1498 -0.3465
```

Summary:
**Gap between HOMO and LUMO**: 9.65 eV
**F_max**: 8.9 eV/A
**Charge**: 0
**Relative energy (zero: lowest compared OMol25 entry of this formula, charge and spin)**: 6.378 eV
**Lowest unoccupied orbital energy**: 0.897 eV
**SMILES**: [H]/N=C/NOC(C)C
**HOMO level**: -8.748 eV
**2S+1**: 1

***

[3]
ORCA calculation (wB97M-V/def2-TZVPD) on a 8-piece molecular cluster, C31H63F2NO23S overall.

Structure (XYZ):
```
121
Properties=species:S:1:pos:R:3:lowdin_charge:R:1
H 4.2653 -2.3541 -0.2301 0.0546
H -0.0560 -7.0020 -1.2408 0.0908
C -2.8034 7.5058 4.7553 -0.6205
C -1.5760 7.0108 0.1197 -0.0349
H -1.4875 1.3342 -2.0962 0.1092
H -4.5230 3.2160 -0.5018 0.0950
H 5.0622 0.3925 -1.0259 0.0791
H 8.4131 1.4087 3.5434 0.0975
H -1.1308 7.0578 -0.8726 0.0990
H -0.2642 0.9462 1.7684 0.0667
H -5.0395 -7.1482 -4.9777 0.0976
F 1.7726 -0.7823 -3.8518 -0.1069
C -0.3503 -2.6129 -1.9117 -0.1679
H -0.0420 -2.2628 -0.9316 0.0892
H 4.7241 1.2858 0.4603 0.0929
O -9.3942 -5.2153 -5.6125 0.0036
O 2.4756 6.1608 1.2754 0.0016
H -1.4058 -7.9263 -0.5725 0.0980
H 3.5867 -5.5413 2.5558 0.0909
H -5.3048 -6.2514 -3.4767 0.0814
C 4.3629 -5.9251 3.2165 -0.0420
H 5.3199 -5.9578 2.6982 0.0978
H -1.0479 6.2919 0.7431 0.0988
C 0.7274 0.7543 1.3609 -0.0889
N 2.1817 -2.9061 -2.4177 -0.1371
H -2.0340 -1.9287 -3.1096 0.1065
C -1.1366 -7.0302 -1.1285 -0.0399
H 0.7323 1.0691 -2.0632 0.1016
H 4.6031 -3.3628 -1.5989 0.0905
C -1.5496 6.8705 6.6017 -0.0408
O -3.4269 -7.1034 -3.7376 0.0078
O 8.2799 0.5116 1.6728 0.0066
H 8.4617 -0.3786 3.5419 0.0905
O -2.7501 7.4482 6.0864 0.0061
C 3.9854 -3.2838 -0.7098 0.0126
C -8.0809 -5.7386 -2.4403 -0.0436
H 5.6295 4.2193 0.2753 0.0986
O -1.7008 -7.0537 -2.4409 0.0017
H -1.4429 5.8406 6.2657 0.0975
H -3.3813 8.8143 2.5608 0.0946
H 0.7900 -0.3158 1.1779 0.0587
H -9.0077 -3.4306 -6.6083 0.0974
C 3.6985 5.9091 0.8062 -0.6212
H -1.0359 -3.4386 -1.7272 0.1099
O -8.5809 -5.9683 -3.7593 0.0004
O 6.6265 0.4597 0.2805 0.0192
H 4.1581 -4.0671 0.0192 0.0845
H 0.6043 -2.8435 -3.8166 0.1175
C 5.2159 0.4058 0.0460 -0.0412
F 1.8933 -4.3999 -0.7225 0.0248
O 6.1687 0.4506 2.4878 0.1190
C -9.8283 -4.1211 -6.4224 -0.0405
H -6.0179 4.0128 -1.0200 0.0926
H -1.5069 7.9919 0.5815 0.0898
C -3.2069 5.4894 -0.5074 -0.6215
C 0.7762 -3.1817 -2.7998 -0.1634
O -3.9637 8.0612 4.4093 0.0097
H 1.3508 7.4335 2.3946 0.0872
H 4.4318 -1.3009 4.6984 0.0986
O -4.5282 5.2959 -0.5131 0.0019
O 3.6424 4.7970 0.0720 0.0034
H 1.9401 1.6526 -0.1250 0.0870
H 1.5192 1.0477 2.0427 0.0649
C -3.0341 -7.0864 -2.4636 -0.6216
H 6.1619 -1.7145 4.8494 0.0886
H -4.6273 3.9752 -2.1165 0.0975
H -7.8133 -6.7056 -2.0235 0.0957
H -7.1915 -5.1117 -2.4713 0.0900
O 4.6807 6.5751 1.0057 0.1251
C -1.2075 -1.4983 -2.5483 -0.1868
O -3.7570 -7.0958 -1.5012 0.1234
C -4.1513 8.1803 2.9971 -0.0340
H 2.6612 8.2196 1.5037 0.0981
O 3.1701 -0.5810 -1.8669 -0.2433
H -1.6428 1.2283 -0.3593 0.1037
C -1.8660 -0.6471 -1.4389 -0.2020
H -1.6333 6.8833 7.6847 0.0929
C 8.7652 0.5245 3.0146 -0.0414
H 5.1751 -1.4610 6.2963 0.0934
O -8.8954 -3.7395 -3.9739 0.1260
O 4.9898 -3.3575 3.1039 0.1174
C 4.7813 -3.8557 4.1803 -0.6197
H -1.4546 -6.1392 -0.5892 0.0946
O -2.9632 6.6791 0.0396 -0.0063
H -5.1200 8.6451 2.8374 0.0958
C 4.8944 4.4202 -0.5025 -0.0384
H -10.6613 -3.6015 -5.9524 0.0978
H 9.8497 0.5539 2.9577 0.0929
H 0.6655 -4.2578 -2.8380 0.1129
H -0.6820 7.4574 6.3054 0.0962
C -1.2201 0.7284 -1.2308 -0.1936
C 0.3148 0.7207 -1.1201 -0.2308
H -5.2647 -8.0390 -3.4670 0.1017
C -8.9517 -4.8611 -4.4052 -0.6218
C -4.8444 -7.1374 -3.9092 -0.0357
O 3.9051 -1.7715 -3.7617 -0.2291
C -4.9334 4.0461 -1.0743 -0.0396
H 4.7338 3.5107 -1.0755 0.0872
C 2.3871 7.3375 2.0803 -0.0386
H -8.8447 -5.2825 -1.8135 0.0984
H -4.1481 7.2009 2.5235 0.0909
H 0.6960 -0.2906 -0.9984 0.0643
H 3.0164 7.2548 2.9647 0.0979
H 2.0665 -2.4593 -0.3383 0.1355
H 5.2550 5.1963 -1.1752 0.0989
H 4.7896 -0.4995 0.4696 0.0804
C 6.9490 0.4757 1.5713 -0.6177
H -10.1601 -4.5410 -7.3677 0.0928
H 0.3608 2.5105 0.0898 0.1067
H -0.6564 -0.8606 -3.2370 0.0993
S 2.8149 -1.4618 -2.9237 0.5973
O 4.8312 -3.2345 5.3576 0.0070
O -2.3780 4.7222 -0.9196 0.1232
H -1.8390 -1.1715 -0.4826 0.1080
C 2.4989 -3.2013 -1.0109 -0.3992
C 5.1716 -1.8463 5.2806 -0.0318
H 4.0953 -6.9299 3.5306 0.0930
H -2.9122 -0.4618 -1.6733 0.1013
O -1.9483 7.1229 3.9974 0.1143
O 4.4560 -5.1319 4.3997 0.0047
C 0.8703 1.5529 0.0410 -0.2277
```

Summary:
**Gap between HOMO and LUMO**: 10.66 eV
**F_max**: 2.9 eV/A
**Charge**: 0
**Lowest unoccupied orbital energy**: 0.413 eV
**SMILES**: CCCCCCCCN([C@H](C)F)S(=O)(=O)F.COC(=O)OC.COC(=O)OC.COC(=O)OC.COC(=O)OC.COC(=O)OC.COC(=O)OC.COC(=O)OC
**HOMO level**: -10.246 eV
**2S+1**: 1

***

[4]
ORCA calculation (wB97M-V/def2-TZVPD) on C4H5NO as an isolated structure.

Structure (XYZ):
```
11
Properties=species:S:1:pos:R:3:nbo_charge:R:1
H -2.1485 -0.5462 -0.9817 0.2390
H -0.0880 1.5529 1.0016 0.1976
C -1.7504 -0.2681 -0.0040 -0.6696
O 0.4295 -1.3091 -0.3768 -0.6381
H 3.1065 -0.8771 -0.5627 0.2631
N 2.1046 0.9889 0.1485 -0.3214
C 0.1539 1.0528 0.0668 -0.1815
H -2.0350 -1.0155 0.7403 0.2324
C 2.6243 0.0172 -0.2157 0.2613
H -2.1963 0.6952 0.2758 0.2267
C -0.2006 -0.2909 -0.0920 0.3905
```

Summary:
**Gap between HOMO and LUMO**: 8.75 eV
**F_max**: 1.3 eV/A
**Charge**: 0
**Relative energy (zero: lowest compared OMol25 entry of this formula, charge and spin)**: 4.191 eV
**Lowest unoccupied orbital energy**: -0.026 eV
**HOMO level**: -8.776 eV
**2S+1**: 1

***

[5]
ORCA calculation (wB97M-V/def2-TZVPD) on an isolated ion of composition C5H14N2 and charge +1.

Structure (XYZ):
```
21
Properties=species:S:1:pos:R:3:nbo_charge:R:1
H 1.0451 -0.7239 -1.0241 0.4119
C -1.2594 2.6254 -1.8215 -0.6227
C -0.1184 1.6935 -1.4234 -0.4247
C -0.6438 0.4744 -0.6386 -0.2680
N 0.3901 -0.4816 -0.2798 -0.2337
H -1.0635 3.2590 -2.6902 0.2425
C 0.8346 -1.9948 1.5233 -0.2297
C -0.0924 -1.7181 0.3245 -0.2786
H -1.6983 3.3162 -1.1052 0.2296
H 1.7523 -0.7659 2.8511 0.3920
N 0.8618 -0.7969 2.3531 -0.6708
H -1.4224 -0.0360 -1.2171 0.2535
H -1.0954 -1.5604 0.7110 0.2386
H -2.0669 2.0044 -2.2428 0.2084
H 0.5231 -2.8246 2.1587 0.2382
H -0.0520 -2.5741 -0.3492 0.2579
H 0.5805 2.1638 -0.7320 0.2229
H 0.8668 0.0447 1.7692 0.3572
H 1.8292 -2.2687 1.1443 0.2070
H 0.1913 1.3846 -2.4253 0.2280
H -1.0220 0.8925 0.3019 0.2404
```

Summary:
**Gap between HOMO and LUMO (spin up / spin down)**: 12.05 / 5.77 eV
**F_max**: 2.5 eV/A
**Charge**: +1
**Relative energy (zero: lowest compared OMol25 entry of this formula, charge and spin)**: 1.269 eV
**Lowest unoccupied orbital energy (spin up / spin down)**: -2.878 / -8.201 eV
**HOMO level (spin up / spin down)**: -14.930 / -13.967 eV
**2S+1**: 2

***

[6]
ORCA calculation (wB97M-V/def2-TZVPD) on an isolated molecule of C4H4S.

Structure (XYZ):
```
9
Properties=species:S:1:pos:R:3:nbo_charge:R:1
C -1.4429 -1.3527 -0.0641 -0.3686
C -1.1181 -0.0896 0.3412 -0.0062
S 1.4337 -0.4635 0.0732 0.0780
H 1.1139 2.0155 0.8662 0.2354
H -0.9837 -1.3224 -1.0011 0.1935
C 0.9930 1.4081 -0.0719 -0.3964
H -2.0975 -2.1049 0.1736 0.2053
H 1.2922 1.8635 -0.9203 0.2243
C -0.0619 0.4962 -0.0008 -0.1653
```

Summary:
**Gap between HOMO and LUMO (spin up / spin down)**: 8.18 / 8.18 eV
**F_max**: 5.9 eV/A
**Charge**: 0
**Relative energy (zero: lowest compared OMol25 entry of this formula, charge and spin)**: 5.039 eV
**Lowest unoccupied orbital energy (spin up / spin down)**: -0.347 / -0.347 eV
**SMILES**: C=C=C1CS1
**HOMO level (spin up / spin down)**: -8.531 / -8.531 eV
**2S+1**: 1

***

Which formula does entry 5 have? C5H14N2

***

Look up the 2S+1 of the sixth one. 1